# 1
Here is a molecular structure, C40H31N6PPdS at a distorted geometry from the OMol25 dataset. Energies are from ωB97M-V with the def2-TZVPD basis set.

Last column: Löwdin charge in e.
Geometry (Å):
1 Pd -0.82493 -0.27811 0.39033  0.8233
2 C 0.32470 -4.29142 -0.61354  -0.0370
3 C -0.00318 -2.92670 -0.69191  -0.1113
4 N -0.39618 -2.24865 0.35546  -0.0288
5 C -0.49106 -2.84056 1.59416  -0.1291
6 C -0.15361 -4.19846 1.74799  -0.1664
7 C 0.25551 -4.91262 0.59593  -0.0095
8 C -0.23170 -4.80404 3.02475  -0.0642
9 C -0.62134 -4.04602 4.09033  -0.0913
10 C -0.97207 -2.68794 3.95626  -0.0310
11 C -0.93415 -2.03529 2.72540  -0.2321
12 N -1.31587 -0.77284 2.41081  -0.0272
13 C -1.46703 0.35432 3.16894  -0.2107
14 C -1.65664 0.45845 4.54031  -0.0185
15 C -1.83724 1.70313 5.17631  -0.0856
16 C -1.86576 2.86856 4.47196  -0.0576
17 C -1.68537 2.82892 3.06890  -0.1548
18 C -1.73808 3.99462 2.27036  -0.0024
19 C -1.57285 3.91441 0.92163  -0.0334
20 C -1.30485 2.66002 0.35167  -0.1118
21 N -1.22836 1.56676 1.06900  -0.0394
22 C -1.45703 1.59682 2.42555  -0.1244
23 H 0.63948 -4.81569 -1.50490  0.1083
24 H 0.07512 -2.37485 -1.61876  0.1018
25 H 0.51551 -5.96032 0.69769  0.1182
26 H 0.03381 -5.84740 3.13903  0.1064
27 H -0.66954 -4.49634 5.07486  0.1043
28 H -1.28235 -2.16100 4.84212  0.0749
29 H -1.67893 -0.42434 5.15533  0.0737
30 H -1.97285 1.72147 6.25054  0.1043
31 H -2.02950 3.82086 4.96024  0.1081
32 H -1.92301 4.94822 2.75174  0.1192
33 H -1.61671 4.78693 0.28622  0.1089
34 H -1.14056 2.54839 -0.70887  0.1076
35 S -3.54823 -0.46389 -0.22550  0.6107
36 C -3.66036 -2.03797 0.33322  -0.8577
37 N -3.81564 -2.22893 1.69056  0.0650
38 C -3.90237 -3.43064 2.27406  -0.0681
39 C -3.89420 -4.54587 1.49187  -0.0461
40 C -3.75721 -4.32393 0.11163  -0.1216
41 N -3.64338 -3.14561 -0.45257  0.0777
42 H -3.73182 -1.38314 2.24006  0.1244
43 H -3.96763 -3.44832 3.35181  0.1342
44 H -3.95437 -5.53585 1.91453  0.1047
45 H -3.73098 -5.17065 -0.56856  0.1140
46 N 1.00714 0.15552 -0.45835  -0.3390
47 P 1.54566 0.99841 -1.62745  0.6847
48 C 1.60303 2.82488 -1.38484  -0.3051
49 C 1.04512 3.77408 -2.23752  -0.0913
50 C 1.07273 5.12554 -1.90481  -0.0900
51 C 1.66154 5.53843 -0.71885  -0.0977
52 C 2.21623 4.59783 0.14163  -0.0840
53 C 2.18205 3.25294 -0.18863  -0.0920
54 C 3.30311 0.61655 -1.93252  -0.2781
55 C 4.18884 1.52083 -2.51203  -0.0926
56 C 5.50897 1.15906 -2.74647  -0.0869
57 C 5.95314 -0.10741 -2.39372  -0.0952
58 C 5.07858 -1.00824 -1.79937  -0.0863
59 C 3.75949 -0.64707 -1.56717  -0.0831
60 C 0.77541 0.81172 -3.27596  -0.2880
61 C 1.28897 1.32592 -4.46566  -0.0948
62 C 0.61753 1.12306 -5.66187  -0.0851
63 C -0.57210 0.40241 -5.68040  -0.0905
64 C -1.08017 -0.12456 -4.50249  -0.0748
65 C -0.39795 0.07837 -3.30800  -0.1039
66 H 0.58291 3.46368 -3.16629  0.0956
67 H 0.63775 5.85461 -2.57781  0.1005
68 H 1.68640 6.59051 -0.46227  0.0993
69 H 2.67089 4.91588 1.07178  0.1020
70 H 2.59377 2.51202 0.48787  0.1092
71 H 3.85411 2.52092 -2.76367  0.1007
72 H 6.19273 1.86906 -3.19489  0.1002
73 H 6.98362 -0.38827 -2.57223  0.0987
74 H 5.42938 -1.99146 -1.51010  0.0992
75 H 3.06409 -1.32118 -1.08085  0.0863
76 H 2.21929 1.88229 -4.46108  0.0996
77 H 1.02293 1.52444 -6.58226  0.1008
78 H -1.09630 0.24682 -6.61526  0.0997
79 H -2.00170 -0.69349 -4.50845  0.1049
80 H -0.76441 -0.33853 -2.37698  0.0474

Atoms 1-2, force components in eV/Å:
Pd 1.2 0.0 1.2
C 0.0 0.0 0.0

Values from the calculation:
molecular weight = 765.2 g/mol
electronic energy = -74527.97001 eV
LUMO energy = -0.0015 Ha
relative energy (zero: lowest compared OMol25 entry of this formula, charge and spin) = 12.9 kJ/mol

---

# 2
Here is 11 unconnected molecules or ions with the total composition C13H44F6O10P at a distorted geometry from the OMol25 dataset. Energies are from ωB97M-V with the def2-TZVPD basis set.

Last column: Löwdin charge in e.
Geometry (Å):
1 P -3.15018 14.58204 1.99380  0.1978
2 F -4.64011 14.20619 2.43021  -0.1296
3 F -2.75527 13.02549 1.83208  -0.1374
4 F -3.56765 14.56253 0.41792  -0.1485
5 F -1.63067 14.98173 1.54144  -0.1502
6 F -3.45718 16.17816 2.03239  -0.1484
7 F -2.70931 14.58304 3.54747  -0.1398
8 C -6.26477 12.68536 -1.27193  -0.1617
9 C -6.87704 13.89003 -0.54132  -0.1515
10 C -6.58683 15.05463 -1.51662  -0.1863
11 O -5.92907 14.50496 -2.65938  -0.1306
12 C -6.33712 13.15210 -2.71087  -0.2354
13 H -6.71994 11.71126 -1.09484  0.1091
14 H -5.22419 12.64859 -0.94521  0.0896
15 H -6.41721 14.05627 0.43079  0.0858
16 H -7.95518 13.79663 -0.38161  0.1020
17 H -5.89343 15.74791 -1.03852  0.0964
18 H -7.47678 15.64392 -1.75288  0.1166
19 H -5.71673 12.54571 -3.37728  0.1167
20 H -7.35801 13.07664 -3.12132  0.1173
21 C -1.00938 9.55194 0.57524  -0.1665
22 O 0.26184 10.04690 0.19675  -0.1159
23 H -1.74092 10.33958 0.42897  0.0653
24 H -1.21803 8.61250 0.05326  0.0704
25 H -1.02822 9.29661 1.64794  0.0676
26 H 0.84931 9.30303 0.04894  0.0645
27 C -5.38864 18.84349 2.38144  -0.1254
28 O -5.42209 17.79559 1.41832  -0.1504
29 H -6.26986 19.47412 2.28209  0.0751
30 H -5.28805 18.43732 3.38988  0.0800
31 H -4.49888 19.46518 2.22393  0.0819
32 H -5.09771 16.99081 1.83877  0.0365
33 C -2.12000 12.58823 -1.89942  -0.1469
34 O -1.31399 12.55348 -0.73288  -0.1340
35 H -3.16179 12.36747 -1.64520  0.0584
36 H -2.11646 13.57673 -2.37969  0.0729
37 H -1.72840 11.86920 -2.61755  0.0767
38 H -1.79552 13.09700 -0.09654  0.0240
39 C -3.87031 17.73548 -1.85348  -0.1686
40 O -5.07122 18.28935 -1.35102  -0.1438
41 H -3.11126 18.52028 -1.95859  0.0687
42 H -3.49227 16.93741 -1.21081  0.0709
43 H -4.03864 17.31958 -2.84838  0.0733
44 H -5.09401 18.15860 -0.38980  0.0254
45 C -1.63111 17.26846 4.76230  -0.1729
46 O -1.27948 17.61663 3.43293  -0.1284
47 H -1.19644 18.02092 5.42245  0.0713
48 H -2.71438 17.20442 4.88086  0.0709
49 H -1.16487 16.32620 5.07690  0.0720
50 H -1.50106 16.87689 2.85713  0.0276
51 C 0.33534 12.58307 2.96114  -0.1552
52 O 0.41302 13.02482 1.61983  -0.1284
53 H -0.56293 12.91706 3.48615  0.0527
54 H 0.32873 11.49073 2.96294  0.0723
55 H 1.25238 12.87994 3.48845  0.0736
56 H 0.40270 13.98531 1.65637  0.0556
57 C -6.95549 15.49916 3.81747  -0.1775
58 O -5.92112 15.43648 4.76424  -0.1204
59 H -7.62156 16.31852 4.08784  0.0793
60 H -6.55269 15.71176 2.82508  0.0508
61 H -7.57860 14.59974 3.75587  0.0784
62 H -5.24001 14.79688 4.54066  0.0500
63 C -3.12820 11.49219 4.89761  -0.1577
64 O -2.39407 12.41273 5.69627  -0.1363
65 H -3.11128 10.51737 5.38193  0.0718
66 H -4.18126 11.80054 4.93154  0.0752
67 H -2.75338 11.45800 3.87582  0.0626
68 H -2.46662 13.27627 5.27667  0.0393
69 C 0.46673 15.29753 -1.57088  -0.1679
70 O 1.13807 14.15697 -1.07639  -0.1157
71 H -0.51643 15.35822 -1.11243  0.0670
72 H 1.01958 16.21768 -1.33769  0.0740
73 H 0.38031 15.27307 -2.66485  0.0722
74 H 2.08116 14.31232 -1.16138  0.0716

Atoms 1-2, force components in eV/Å:
P 1.2 -0.4 -1.7
F -0.4 0.1 0.0

Values from the calculation:
molecular weight = 505.4 g/mol
electronic energy = -60268.25754 eV
LUMO energy = 0.1044 Ha
net charge = -1

---

# 3
Here is a single C5H12S3 molecule at a distorted geometry from the OMol25 dataset. Energies are from ωB97M-V with the def2-TZVPD basis set.

Last column: natural (NBO) charge in e.
Geometry (Å):
1 C -0.64740 1.15672 1.64809  -0.6209
2 C -0.08598 -0.62200 -1.93313  -0.6542
3 C 1.37398 -0.81013 0.28153  -0.5204
4 C -0.54115 0.82019 0.13969  -0.3088
5 C 0.01737 -0.56624 -0.36517  -0.1388
6 S 2.61447 0.45715 -0.28727  -0.0839
7 S -2.25267 1.05460 -0.58408  -0.0756
8 S -1.01971 -1.87403 0.40460  -0.0436
9 H -0.91351 0.24457 2.12086  0.2124
10 H -1.26152 2.07561 1.92822  0.2239
11 H 0.30856 1.33147 1.95199  0.2034
12 H -1.15163 -0.93226 -2.33665  0.2458
13 H 0.76676 -1.35736 -2.11514  0.2224
14 H 0.23654 0.26716 -2.47167  0.2350
15 H 1.33450 -0.71346 1.43968  0.2394
16 H 1.60031 -1.78885 -0.00795  0.2217
17 H 0.21312 1.48420 -0.17701  0.2142
18 H 3.45884 0.30924 0.79504  0.1428
19 H -2.68732 2.01693 0.35326  0.1390
20 H -1.36355 -2.55352 -0.78488  0.1462

Atoms 1-2, force components in eV/Å:
C -1.7 -0.3 -1.3
C 0.6 -1.9 0.4

Values from the calculation:
SMILES string = C[C@H](S)[C@](C)(S)CS
molecular weight = 168.4 g/mol
electronic energy = -37883.91396 eV
LUMO energy = 0.0214 Ha
relative energy (zero: lowest compared OMol25 entry of this formula, charge and spin) = 147.7 kJ/mol

---

# 4
Here is a single C6H13NO molecule at a distorted geometry from the OMol25 dataset. Energies are from ωB97M-V with the def2-TZVPD basis set.

Last column: natural (NBO) charge in e.
Geometry (Å):
1 C -0.29346 0.83266 -2.73126  -0.0707
2 O -1.51338 1.48728 -3.10690  -0.7278
3 C -0.45774 -0.01924 -1.50286  -0.4478
4 C 0.37203 0.49994 -0.31729  -0.3776
5 C 0.30765 -0.18838 1.01626  -0.1231
6 C -0.03976 0.35725 2.19285  0.0036
7 N 0.12738 -0.28378 3.44386  -0.8356
8 C 0.73693 -1.68080 0.90660  -0.6671
9 H -0.14788 0.22734 -3.70256  0.1903
10 H 0.44940 1.60514 -2.67193  0.1733
11 H -1.79608 2.11724 -2.47790  0.4582
12 H -0.10572 -1.11003 -1.58802  0.1974
13 H -1.43998 -0.07688 -1.04896  0.2220
14 H 0.04277 1.68716 -0.29126  0.1859
15 H 1.46605 0.47138 -0.68710  0.1955
16 H -0.27768 1.44521 2.26280  0.1947
17 H 0.39072 -1.26370 3.37127  0.3860
18 H -0.36848 0.08169 4.19885  0.3862
19 H 1.72448 -1.69931 1.44889  0.2194
20 H 0.09144 -2.43318 1.48182  0.2130
21 H 0.73130 -2.05699 -0.19716  0.2241

Atoms 1-2, force components in eV/Å:
C -1.7 -0.9 -2.5
O 0.0 -0.9 -1.1

Values from the calculation:
SMILES string = C/C(=C\N)CCCO
molecular weight = 115.2 g/mol
electronic energy = -9968.49846 eV
LUMO energy = 0.0339 Ha
relative energy (zero: lowest compared OMol25 entry of this formula, charge and spin) = 258.2 kJ/mol

---

Q: The lowest electronic energy belongs to which entry?
A: C40H31N6PPdS

---

Q: The highest LUMO energy belongs to which entry?
A: C13H44F6O10P

---

Q: Among the records above, which one has the highest electronic energy?
A: C6H13NO